This record from OMol25 describes a 7-piece molecular cluster, C67H71BrIN10O20S3 overall. The level of theory is ωB97M-V with the def2-TZVPD basis set.

The calculation puts the calculated total energy at -8713.45059 hartree. The charge is +1. The LUMO energy comes out at -3.838 eV. As for the HOMO-LUMO gap: 6.731 eV.

Geometry as XYZ:
```
173
C67H71BrIN10O20S3 | OMol25 | ωB97M-V with the def2-TZVPD basis set
C 4.70 -1.86 -2.62
C 3.32 -2.47 -2.88
C 2.72 -3.01 -1.57
N 1.23 -2.94 -1.55
C 0.59 -3.89 -2.31
Br 1.53 -5.23 -3.24
C -0.76 -3.94 -2.40
O -1.35 -4.90 -3.15
C -1.55 -2.97 -1.70
C -2.94 -3.04 -1.80
C -3.72 -2.14 -1.13
S -5.45 -2.30 -1.30
C -6.13 -2.10 0.38
C -7.17 -1.01 0.37
O -7.07 0.03 0.95
O -8.23 -1.35 -0.41
C -9.51 -1.01 0.14
C -10.43 -2.20 -0.12
C -10.02 -3.45 0.62
O -11.77 -1.84 0.27
C -12.51 -1.35 -0.77
O -12.48 -0.19 -1.07
C -13.38 -2.30 -1.56
S -12.82 -4.03 -1.44
C -3.07 -1.13 -0.38
O -3.88 -0.23 0.25
N -4.55 0.74 -0.69
O -3.86 1.08 -1.54
C -1.70 -1.03 -0.25
C -1.25 0.11 0.62
C -1.21 -0.27 2.14
C -0.91 -1.73 2.51
C -2.12 -2.64 2.72
C -1.63 -3.98 3.33
C -1.56 -5.14 2.33
C -2.88 -5.50 1.68
S -3.93 -6.48 2.81
C -5.00 -5.21 3.33
N -5.61 -4.33 2.62
N -6.30 -3.52 3.52
C -6.07 -3.99 4.68
O -5.24 -5.07 4.65
C -0.88 -2.00 -0.92
C 0.54 -2.02 -0.84
C 1.36 -1.09 -0.01
C 2.08 0.05 -0.79
C 1.52 0.43 -2.17
I 0.25 2.16 -2.16
H 4.71 -1.15 -1.79
H 5.13 -1.44 -3.52
H 5.36 -2.67 -2.33
H 3.49 -3.27 -3.59
H 2.65 -1.75 -3.35
H 3.03 -4.03 -1.40
H 3.16 -2.42 -0.78
H -2.02 -4.51 -3.71
H -3.40 -3.81 -2.39
H -6.61 -3.03 0.66
H -5.38 -1.88 1.12
H -9.93 -0.14 -0.36
H -9.47 -0.80 1.20
H -10.43 -2.40 -1.19
H -8.94 -3.56 0.58
H -10.40 -3.43 1.63
H -10.44 -4.32 0.12
H -13.32 -2.00 -2.59
H -14.39 -2.19 -1.20
H -13.77 -4.63 -2.17
H -0.33 0.56 0.30
H -1.98 0.90 0.54
H -0.56 0.42 2.67
H -2.22 -0.07 2.50
H -0.38 -1.71 3.45
H -0.25 -2.24 1.81
H -2.56 -2.86 1.75
H -2.85 -2.19 3.38
H -2.21 -4.26 4.21
H -0.61 -3.82 3.67
H -0.79 -4.95 1.58
H -1.22 -6.01 2.88
H -2.71 -6.10 0.80
H -3.47 -4.64 1.38
H -6.43 -3.67 5.64
H 2.13 -1.70 0.46
H 0.85 -0.68 0.83
H 3.13 -0.17 -0.90
H 2.04 0.93 -0.17
H 1.02 -0.36 -2.71
H 2.35 0.74 -2.79
C 4.38 5.77 1.44
C 4.98 4.98 2.42
C 5.28 3.65 2.15
C 4.99 3.15 0.89
C 4.39 3.92 -0.08
C 4.07 5.23 0.20
N 5.37 1.77 0.57
O 5.90 1.11 1.43
O 5.16 1.38 -0.57
H 4.17 6.81 1.65
H 5.23 5.40 3.38
H 5.75 3.03 2.90
H 4.17 3.50 -1.06
H 3.60 5.85 -0.55
C 7.82 7.00 -4.16
C 6.73 6.63 -3.38
C 6.94 6.19 -2.08
C 8.23 6.14 -1.59
C 9.32 6.49 -2.36
C 9.11 6.93 -3.66
N 8.45 5.69 -0.21
O 7.48 5.34 0.44
O 9.59 5.68 0.21
H 7.65 7.35 -5.17
H 5.73 6.69 -3.77
H 6.10 5.90 -1.46
H 10.32 6.44 -1.96
H 9.95 7.22 -4.27
C 0.52 -4.60 8.85
C -0.60 -3.78 8.90
C -0.72 -2.71 8.03
C 0.30 -2.47 7.12
C 1.43 -3.27 7.06
C 1.53 -4.34 7.94
N 0.17 -1.35 6.19
O -0.82 -0.65 6.27
O 1.06 -1.18 5.37
H 0.61 -5.44 9.53
H -1.39 -3.98 9.61
H -1.59 -2.07 8.07
H 2.21 -3.07 6.35
H 2.41 -4.98 7.90
C 14.39 3.20 -0.08
C 14.95 3.61 -1.28
C 14.54 4.78 -1.88
C 13.56 5.54 -1.26
C 12.98 5.15 -0.07
C 13.40 3.97 0.52
N 13.13 6.80 -1.89
O 13.62 7.10 -2.95
O 12.28 7.45 -1.31
H 14.71 2.28 0.39
H 15.72 3.01 -1.75
H 14.98 5.10 -2.82
H 12.21 5.75 0.39
H 12.95 3.65 1.45
C -16.75 2.58 -2.54
C -15.75 1.71 -2.11
C -15.41 0.61 -2.87
C -16.08 0.39 -4.06
C -17.08 1.23 -4.50
C -17.42 2.33 -3.73
N -15.71 -0.77 -4.89
O -14.86 -1.53 -4.47
O -16.28 -0.90 -5.95
H -17.01 3.44 -1.94
H -15.23 1.90 -1.18
H -14.63 -0.05 -2.53
H -17.59 1.04 -5.43
H -18.19 3.00 -4.07
C 8.14 0.88 -1.38
C 8.79 0.12 -2.34
C 9.93 0.61 -2.96
C 10.39 1.86 -2.60
C 9.75 2.64 -1.65
C 8.62 2.14 -1.04
N 11.61 2.38 -3.24
O 12.14 1.69 -4.09
O 12.01 3.47 -2.88
H 7.26 0.49 -0.89
H 8.42 -0.86 -2.61
H 10.44 0.03 -3.71
H 10.14 3.62 -1.39
H 8.11 2.73 -0.29
```